(1)
An isolated molecule of C18H24Cl2O2 in a non-equilibrium geometry, computed with the ωB97M-V functional and the def2-TZVPD basis.

The geometry in XYZ format:
```
46
Properties=species:S:1:pos:R:3:mulliken_charge:R:1
C -0.40183 -1.27232 -2.92635 -1.367
C 0.58953 -0.39439 -2.23832 0.287
C 0.79922 -0.25170 -0.88221 -0.216
C -0.06788 -0.89717 0.18879 -1.532
C 0.60816 -2.11385 0.85477 0.675
C -0.42156 -2.78324 1.85127 -0.991
C 0.23826 -3.50213 3.06850 -1.098
C 0.78153 -2.49003 4.00077 -0.428
C 1.58552 -1.41452 3.21092 -0.844
C 1.79478 -1.84560 1.71025 -0.007
O 2.73682 -2.92111 1.51185 -0.584
C 1.36098 0.51821 -3.16972 -0.878
O 0.92403 1.90295 -2.92773 -0.387
C -0.41986 2.24713 -3.03896 -0.705
C -0.95454 3.04967 -1.83449 0.090
C -0.38358 3.27750 -0.67027 0.131
C -0.92519 4.16859 0.36385 -0.957
C -2.20578 4.64263 0.25169 0.441
Cl -2.83919 5.61901 1.48067 -0.214
C -2.87329 4.32876 -0.95520 -0.595
C -2.26075 3.62541 -1.95362 0.316
Cl -3.17782 3.28682 -3.41788 -0.220
H -1.12644 -1.73048 -2.21049 0.279
H -0.84481 -0.81267 -3.82551 0.431
H 0.21938 -2.15032 -3.30084 0.329
H 1.58278 0.38973 -0.59914 0.498
H -1.11109 -1.21393 -0.16248 0.428
H -0.32896 -0.18019 0.90903 0.583
H 0.85477 -2.82835 0.03857 0.195
H -1.13589 -3.52598 1.42951 0.380
H -1.05813 -1.96772 2.08219 0.547
H -0.50445 -4.10019 3.64613 0.410
H 0.90811 -4.28152 2.81821 0.401
H 1.56417 -3.01590 4.58453 0.199
H 0.02648 -2.10849 4.69999 0.337
H 1.09402 -0.38427 3.31989 0.250
H 2.58550 -1.30345 3.63444 0.426
H 2.30017 -0.92085 1.29312 0.335
H 2.38442 -3.73650 1.89002 0.351
H 0.98515 0.28104 -4.20033 0.361
H 2.41765 0.41185 -3.14437 0.399
H -1.14607 1.40984 -3.26777 0.322
H -0.38704 2.95433 -3.86432 0.461
H 0.62973 2.93677 -0.55420 0.463
H -0.44277 4.47891 1.28102 0.388
H -3.95420 4.61772 -0.97579 0.309
```

Computed properties:
SMILES string ... C/C(=C\C[C@@H]1CCCC[C@H]1O)COCc1ccc(Cl)cc1Cl
Strongest force on any atom ... 0.0902 Eh/bohr
LUMO level ... 0.024 Ha
HOMO energy ... -8.90 eV
Orbital gap ... 9.56 eV

---

(2)
A structure of composition C5H8O2, computed with the ωB97M-V functional and the def2-TZVPD basis.

The geometry in XYZ format:
```
15
Properties=species:S:1:pos:R:3:mulliken_charge:R:1
C 1.48740 0.90945 -0.67671 -1.284
C 0.04289 0.53167 -0.44609 0.935
O -0.77918 1.28287 -1.29479 -0.545
C -0.14465 -1.77989 -0.52316 -0.713
O -1.30322 -1.98655 0.09511 -0.308
C -0.40337 0.52368 0.92937 -0.577
C -0.87505 0.35940 2.03327 -0.280
H 1.76071 0.70377 -1.71607 0.370
H 2.14556 0.34162 -0.01361 0.320
H 1.62514 1.97849 -0.48518 0.372
H -1.69711 1.03021 -1.12237 0.358
H 0.70733 -1.79940 0.18130 0.223
H -0.07144 -0.65656 -1.05451 0.440
H -1.24709 -1.80186 1.05838 0.266
H -1.24791 0.36309 3.03507 0.422
```

Computed properties:
Strongest force on any atom ... 0.0098 Eh/bohr
LUMO level ... 0.027 Ha
HOMO energy ... -8.00 eV
Orbital gap ... 8.72 eV

---

(3)
A structure of composition C28H20CuN7S, computed with the ωB97M-V functional and the def2-TZVPD basis.

The geometry in XYZ format:
```
57
Properties=species:S:1:pos:R:3:mulliken_charge:R:1
Cu -0.39670 1.68384 -0.73157 0.301
C 3.55162 3.28165 -2.42577 -0.789
C 4.53682 2.31387 -2.26155 -0.230
C 4.20932 1.11500 -1.66715 -0.751
C 2.89408 0.91084 -1.22038 0.223
N 1.95223 1.84030 -1.39058 0.256
C 2.27250 2.98954 -1.98501 -0.254
N 2.60654 -0.32639 -0.65903 -0.451
C 1.63196 -0.47643 0.17621 0.087
N 0.76661 0.43698 0.71067 -0.669
C 0.05596 -0.18540 1.69879 0.089
N -0.75242 0.29384 2.58570 -0.450
C -1.07617 1.64386 2.61447 0.219
C -1.49738 2.16952 3.84630 -0.728
C -1.86119 3.49618 3.91976 -0.258
C -1.82515 4.27475 2.76796 -0.781
C -1.42699 3.67213 1.58727 -0.264
N -1.05403 2.39464 1.51181 0.259
C 0.38026 -1.64322 1.71089 0.123
C -0.12447 -2.70094 2.44170 0.001
C 0.38491 -3.96764 2.17058 -0.682
C 1.37962 -4.15141 1.20910 -0.682
C 1.89196 -3.07342 0.49289 -0.002
C 1.36470 -1.82504 0.75960 0.132
H 3.76293 4.23257 -2.89646 0.401
H 5.55006 2.49359 -2.60290 0.382
H 4.93116 0.32170 -1.52934 0.445
H 1.43225 3.66851 -2.11380 0.228
H -1.52231 1.51462 4.70645 0.446
H -2.17862 3.92227 4.86484 0.378
H -2.11210 5.31782 2.77868 0.410
H -1.41258 4.19278 0.63211 0.231
H -0.89467 -2.53766 3.18480 0.569
H 0.00748 -4.82660 2.71312 0.398
H 1.75726 -5.14986 1.02180 0.398
H 2.66486 -3.19518 -0.25534 0.568
C -4.00227 -0.62033 1.00298 -0.785
C -3.76731 -1.93698 0.64988 -0.569
C -2.74420 -2.22587 -0.23625 -0.503
C -1.97309 -1.17824 -0.73044 0.523
N -2.17347 0.08151 -0.35116 0.085
C -3.17009 0.35693 0.47787 -0.362
C -0.90572 -1.37452 -1.76238 0.526
C -0.60531 -2.61920 -2.30726 -0.490
C 0.33558 -2.69138 -3.31968 -0.573
C 0.93362 -1.52781 -3.76903 -0.790
C 0.58832 -0.33406 -3.15336 -0.362
N -0.29332 -0.26428 -2.16633 0.090
H -4.79824 -0.34792 1.68262 0.418
H -4.37590 -2.73588 1.05557 0.413
H -2.55120 -3.24860 -0.52607 0.309
H -3.28951 1.40369 0.73071 0.520
H -1.08577 -3.51814 -1.94912 0.310
H 0.59332 -3.64958 -3.75399 0.412
H 1.66490 -1.53614 -4.56580 0.417
H 1.03502 0.60864 -3.44600 0.517
S -1.26564 3.23653 -1.92940 -0.659
```

Computed properties:
Strongest force on any atom ... 0.0057 Eh/bohr
LUMO level (alpha / beta) ... 0.098 / 0.099 Ha
Net charge ... -1
HOMO energy (alpha / beta) ... -3.31 / -3.01 eV
Orbital gap (alpha / beta) ... 5.99 / 5.69 eV
2S+1 ... 2

---

(4)
A structure of composition C13H14BMgNO2 in a non-equilibrium geometry, computed with the ωB97M-V functional and the def2-TZVPD basis.

The geometry in XYZ format:
```
32
Properties=species:S:1:pos:R:3:mulliken_charge:R:1
C 0.30217 -2.37189 -0.97575 -0.838
C -0.91463 -2.78780 -1.65392 -1.034
C -1.90707 -3.11053 -0.67131 -0.216
C -1.30852 -2.88647 0.60734 -1.679
C 0.05312 -2.43149 0.42630 -0.450
Mg -1.38657 -0.97528 -0.54180 0.750
N 1.51382 2.49901 0.79369 -0.048
C 1.17831 2.90216 -0.54496 -0.482
C 0.36182 1.68242 -1.09966 -1.450
H -2.87874 -3.56615 -0.84884 0.632
H -1.02209 -2.96116 -2.71892 0.675
H -1.73577 -3.18836 1.54722 0.723
H 0.83387 -2.38599 1.21159 0.544
H 1.29736 -2.23496 -1.43832 0.508
H 0.75771 1.03297 -1.89837 0.209
H 2.06656 3.00738 -1.19392 0.282
H 1.91964 1.58218 0.76985 0.186
H -0.73809 1.83044 -1.13784 0.278
H 0.51072 3.78235 -0.61138 0.184
O -0.38474 3.51663 2.02306 -0.600
B 0.51102 2.45224 1.77998 -0.042
O 0.21785 1.41927 2.67546 -0.249
C -0.78505 1.87094 3.51222 0.553
C -1.06574 1.47307 4.84002 -0.889
C -1.57273 2.42077 5.73753 -0.344
C -1.96020 3.69703 5.30112 -0.348
C -1.75625 4.08340 3.97634 -0.710
C -1.14769 3.17437 3.10037 0.379
H -0.84701 0.47061 5.16749 0.430
H -1.66135 2.17455 6.81079 0.332
H -2.41994 4.40393 6.00959 0.302
H -1.98780 5.08198 3.63868 0.411
```

Computed properties:
Strongest force on any atom ... 0.0754 Eh/bohr
LUMO level (alpha / beta) ... 0.174 / 0.174 Ha
Net charge ... -2
HOMO energy (alpha / beta) ... 2.61 / 2.60 eV
Orbital gap (alpha / beta) ... 2.13 / 2.13 eV

---

(5)
A structure of composition C40H45CrN7PSSb, computed with the ωB97M-V functional and the def2-TZVPD basis.

The geometry in XYZ format:
```
96
Properties=species:S:1:pos:R:3:mulliken_charge:R:1
Cr 0.75261 -0.24750 0.29767 -0.518
N -0.31146 -1.32020 2.96257 0.086
P -1.17450 -1.04604 1.49452 1.137
C -1.48819 -2.67471 0.77729 0.528
C -2.20803 -2.72069 -0.42385 -0.071
C -2.46740 -3.94589 -1.02278 -0.782
C -1.99639 -5.11817 -0.44126 -0.626
C -1.25969 -5.06918 0.73484 -0.737
C -1.00116 -3.84811 1.34639 -0.474
C -2.72976 -0.48772 2.22345 0.676
C -2.75457 0.76850 2.84023 -0.471
C -3.87589 1.17022 3.54816 -0.708
C -4.96950 0.31694 3.65020 -0.480
C -4.94610 -0.92752 3.03515 -0.740
C -3.82951 -1.33510 2.31528 -0.185
C 1.04297 -1.53293 2.98279 -0.025
C 1.68030 -1.98171 4.14467 -0.697
C 3.02126 -2.25268 4.10482 -0.426
C 3.72259 -2.09025 2.90251 -0.843
C 3.04579 -1.61636 1.82172 -0.642
N 1.72148 -1.29601 1.83496 0.412
H -0.82186 -1.54331 3.80234 0.316
H -2.59208 -1.80314 -0.86316 0.334
H -3.04653 -3.98623 -1.93849 0.494
H -2.20699 -6.07437 -0.90440 0.413
H -0.88996 -5.98385 1.18268 0.457
H -0.43507 -3.82232 2.26970 0.455
H -1.89368 1.42632 2.77997 0.311
H -3.89268 2.14235 4.02874 0.469
H -5.84223 0.62287 4.21288 0.433
H -5.79876 -1.59096 3.11682 0.450
H -3.82179 -2.30975 1.84186 0.342
H 1.10157 -2.11312 5.05210 0.483
H 3.53057 -2.60338 4.99610 0.443
H 4.77553 -2.32567 2.82157 0.484
H 3.55594 -1.47970 0.87954 0.603
C -3.41475 2.21386 -3.74094 -0.903
C -4.60709 1.81942 -2.86223 -0.918
Sb -3.98771 0.81955 -1.06362 0.321
C -3.13819 2.60903 -0.17537 -0.080
C -4.14401 3.60541 0.40842 -1.424
C -5.91121 0.76102 -0.09463 -0.240
C -7.06137 0.53095 -1.08650 -1.382
H -3.74465 2.75482 -4.63217 0.468
H -2.86018 1.33152 -4.08164 0.168
H -2.71041 2.86459 -3.21333 0.141
H -5.27278 1.13710 -3.39302 0.498
H -5.19284 2.69445 -2.57137 0.417
H -2.56888 3.06848 -0.99064 0.289
H -2.41170 2.29658 0.58130 0.070
H -4.93020 3.85096 -0.30908 0.311
H -3.65586 4.54464 0.68401 0.409
H -4.62640 3.21450 1.30600 0.268
H -6.04687 1.69357 0.45474 0.317
H -5.85743 -0.04961 0.63062 0.095
H -7.15691 1.35393 -1.79602 0.345
H -8.01521 0.44286 -0.56121 0.395
H -6.92610 -0.38945 -1.66297 0.309
N 10.81507 -0.37948 -3.59987 -0.416
C 9.76567 -0.17786 -3.17543 -0.068
C 8.44315 0.06289 -2.63769 0.404
C 7.56390 -1.00260 -2.46413 -0.989
C 6.30546 -0.78004 -1.93368 -0.123
C 5.93002 0.50862 -1.59301 1.075
C 6.79110 1.57492 -1.76816 -0.581
C 8.05374 1.35055 -2.28818 -0.850
N 4.62926 0.75312 -1.01588 0.362
C 4.33397 1.71032 -0.06294 -0.288
C 3.03872 1.52170 0.27023 -1.111
N 2.52565 0.45118 -0.47086 0.346
C 3.52359 0.02144 -1.22005 -0.833
H 7.87346 -2.00356 -2.73350 0.447
H 5.63856 -1.61829 -1.77106 0.395
H 6.48263 2.58430 -1.52307 0.416
H 8.73744 2.17851 -2.43187 0.466
H 5.06460 2.41669 0.29826 0.484
H 2.43880 2.09566 0.96133 0.563
H 3.45574 -0.76492 -1.95575 0.587
N 0.54728 -1.16263 -2.94409 -0.308
C 0.18544 0.14643 -2.90833 0.461
S -0.45604 0.81335 -1.47465 0.302
N 0.31719 0.81786 -4.03851 0.007
C 0.17174 2.21380 -4.37297 0.801
C 0.16478 2.48809 -5.73503 -0.571
C 0.03763 3.79226 -6.18113 -0.727
C -0.08189 4.82933 -5.26613 -0.591
C -0.06900 4.54574 -3.90865 -0.711
C 0.05902 3.24025 -3.44856 -0.444
H 0.14234 -1.75712 -2.24008 0.124
H 0.73725 -1.61187 -3.82776 0.242
H 0.55135 0.26169 -4.84714 0.226
H 0.25451 1.67779 -6.45592 0.364
H 0.02836 3.99477 -7.24509 0.418
H -0.18197 5.85069 -5.61025 0.433
H -0.16388 5.34873 -3.18742 0.418
H 0.06786 3.04522 -2.38629 0.493
```

Computed properties:
Strongest force on any atom ... 0.0186 Eh/bohr
LUMO level (alpha / beta) ... -0.189 / -0.190 Ha
Net charge ... +2
HOMO energy (alpha / beta) ... -11.98 / -11.99 eV
Orbital gap (alpha / beta) ... 6.85 / 6.81 eV
2S+1 ... 5

---

(6)
An isolated molecule of C18H26O3, computed with the ωB97M-V functional and the def2-TZVPD basis.

The geometry in XYZ format:
```
47
Properties=species:S:1:pos:R:3:mulliken_charge:R:1
C 2.89440 2.89761 4.68314 -1.401
C 3.07037 1.66323 3.80677 -0.181
C 1.76419 1.28625 3.11120 -0.637
C 1.82944 -0.04166 2.35336 -0.979
C 2.87182 -0.11360 1.23113 0.745
C 2.91775 -1.51697 0.60923 -0.655
C 3.55301 -2.56270 1.51798 -1.347
C 2.59932 0.92473 0.13457 -1.332
O 1.35114 0.68405 -0.50498 -0.273
C 0.36541 1.57584 -0.31706 0.393
O 0.49389 2.59862 0.31829 -0.628
C -0.88742 1.18598 -0.97343 -0.751
C -1.04101 0.04510 -1.66008 0.268
C -2.23698 -0.41367 -2.33176 0.625
C -3.43174 0.30801 -2.35018 -0.956
C -4.55085 -0.16591 -3.00467 -0.348
C -4.50821 -1.39029 -3.66835 0.854
O -5.54388 -1.95012 -4.34165 -0.456
C -6.77212 -1.26376 -4.39165 -0.828
C -3.31784 -2.12363 -3.65829 -0.577
C -2.20960 -1.64297 -3.00365 -0.572
H 2.15628 2.71271 5.46076 0.345
H 2.55477 3.73969 4.08439 0.327
H 3.83411 3.16938 5.15913 0.390
H 3.40932 0.82522 4.42159 0.259
H 3.84365 1.86623 3.06343 0.290
H 0.98198 1.19467 3.86979 0.450
H 1.46162 2.09064 2.43965 0.201
H 0.84428 -0.24559 1.92463 0.239
H 2.04531 -0.83488 3.07169 0.431
H 3.86075 0.11387 1.64082 0.337
H 3.49512 -1.46718 -0.31707 0.435
H 1.90335 -1.82362 0.34767 0.203
H 2.96453 -2.71686 2.41841 0.321
H 4.55455 -2.25451 1.81080 0.328
H 3.62656 -3.51501 0.99766 0.408
H 2.59939 1.93849 0.54459 0.526
H 3.36522 0.85299 -0.64463 0.452
H -1.68225 1.90520 -0.84774 0.362
H -0.18769 -0.61712 -1.73270 0.369
H -3.49208 1.25860 -1.84419 0.300
H -5.45297 0.42551 -2.99314 0.384
H -7.19350 -1.12127 -3.39156 0.337
H -7.43875 -1.89604 -4.97580 0.238
H -6.66968 -0.29270 -4.88619 0.337
H -3.29685 -3.06969 -4.17583 0.420
H -1.29808 -2.22286 -3.00607 0.347
```

Computed properties:
SMILES string ... CCCC[C@@H](CC)COC(=O)/C=C/c1ccc(OC)cc1
Strongest force on any atom ... 0.0160 Eh/bohr
LUMO level ... 0.006 Ha
HOMO energy ... -8.31 eV
Orbital gap ... 8.47 eV

---

- Among the records above, which one has the highest strongest force on any atom?
  C18H24Cl2O2

---

- The highest strongest force on any atom belongs to which entry?
  C18H24Cl2O2

---

- Look up the strongest force on any atom of the second one.
  0.0098 Eh/bohr

---

- Look up the strongest force on any atom of the fifth one.
  0.0186 Eh/bohr